(1)
Below is a molecular structure, C19H15ClFN2O8S3, with properties calculated with ωB97M-V/def2-TZVPD.

Net charge ... -1
DFT total energy ... -3198.988424 Ha
HOMO ... -5.6 eV
Orbital gap ... 5.7949 eV
ΔE to the lowest compared entry with this formula, charge and spin ... 0.0 kJ/mol
LUMO energy ... 0.161 eV
Molar mass ... 549.99 u

The geometry in XYZ format:
```
49
Properties=species:S:1:pos:R:3:forces:R:3:nbo_charge:R:1
O -0.5546 6.2460 0.6784 0.4 -1.9 1.3 -0.377
N -0.3107 5.2104 1.3394 2.7 2.1 -0.8 0.496
O 0.8581 4.8099 1.5758 -2.6 0.8 -0.4 -0.370
C -1.4139 4.4416 1.8134 -1.4 -1.6 0.3 0.034
C -1.1598 3.2904 2.5786 -0.2 0.5 -0.4 -0.180
C -2.1737 2.3490 2.7367 -0.3 0.1 0.1 -0.150
C -3.4125 2.5443 2.1233 0.3 0.0 0.1 -0.288
S -4.7473 1.3123 2.1816 -0.1 0.1 -0.1 2.096
C -3.9374 -0.3613 2.3718 -0.5 0.4 -0.9 -0.014
Cl -5.2566 -1.5812 2.3887 0.8 0.8 0.2 0.003
O -5.5540 1.5599 3.3500 0.3 0.0 -0.5 -0.902
O -5.2965 1.3140 0.8459 -0.1 0.0 0.5 -0.926
C -3.6954 3.7383 1.4451 0.1 0.0 0.3 -0.183
C -2.7121 4.7188 1.3402 0.5 -0.4 0.0 -0.173
H -0.1766 3.1425 3.0179 -0.2 -0.1 -0.2 0.262
H -2.0028 1.4581 3.3278 0.2 0.1 -0.1 0.255
H -3.3490 -0.4857 1.4536 0.0 -0.3 0.3 0.218
H -4.6762 3.9002 0.9983 0.3 -0.1 0.1 0.248
H -2.9137 5.6703 0.8627 0.1 -0.2 -0.2 0.252
C 2.3247 1.0146 -0.0411 0.0 -0.2 0.2 -0.223
C 2.7703 -0.2983 -0.2499 -0.2 0.1 0.1 -0.225
C 2.2628 -1.3516 0.5202 -0.1 0.5 -0.1 -0.209
C 1.3029 -1.0778 1.4908 0.3 -0.1 0.0 -0.198
S 0.7978 -2.3465 2.6757 -0.8 -0.4 -1.6 2.286
N 0.2536 -3.5694 1.7341 -0.4 0.5 0.9 -1.247
F -3.1744 -0.3494 3.4643 -0.2 -0.4 0.3 -0.297
S -0.8013 -4.6029 2.4192 0.0 1.1 -0.9 2.304
C -1.9660 -5.0671 1.1195 0.1 -0.2 -0.3 -0.308
C -3.2993 -4.6551 1.2286 0.2 -0.2 -0.2 -0.141
C -4.2662 -5.2173 0.3936 0.2 -0.1 -0.1 -0.244
C -3.9058 -6.1829 -0.5520 0.2 0.2 0.2 -0.221
C -2.5610 -6.5585 -0.6762 -0.1 0.1 0.1 -0.225
C -1.5848 -6.0013 0.1534 -0.5 0.2 0.0 -0.191
O -0.1375 -5.8337 2.7619 -0.1 -0.1 0.2 -0.960
O -1.6901 -3.9656 3.3620 0.3 -0.3 0.6 -0.973
O 1.9917 -2.7558 3.3732 -0.1 0.3 0.3 -0.953
O -0.2502 -1.6236 3.3563 0.0 -0.2 0.9 -0.983
C 0.8488 0.2310 1.7082 0.3 -0.1 -0.3 -0.242
C 1.3692 1.2776 0.9463 0.1 -0.3 -0.1 -0.221
H 2.7234 1.8443 -0.6303 -0.1 -0.3 0.2 0.207
H 3.5346 -0.4940 -1.0008 -0.2 0.0 0.1 0.206
H 2.6015 -2.3745 0.3779 0.0 0.2 0.0 0.234
H -3.5765 -3.9144 1.9748 0.2 -0.3 -0.1 0.235
H -5.3036 -4.9006 0.4954 0.2 -0.1 -0.1 0.205
H -4.6709 -6.6390 -1.1848 0.3 0.1 0.2 0.204
H -2.2748 -7.3097 -1.4107 -0.1 0.2 0.1 0.204
H -0.5404 -6.2948 0.0733 -0.2 0.0 0.1 0.234
H 0.1073 0.4251 2.4783 0.2 -0.2 -0.1 0.232
H 1.0430 2.3005 1.1395 0.1 -0.2 -0.1 0.209
```
Forces are in eV/Å.

***

(2)
Below is a molecular structure, C19H15Co2N2O6, with properties calculated with ωB97M-V/def2-TZVPD.

Net charge ... -1
DFT total energy ... -4059.469983 Ha
HOMO ... -3.9 eV
Orbital gap ... 6.6002 eV
ΔE to the lowest compared entry with this formula, charge and spin ... 0.0 kJ/mol
LUMO energy ... 2.747 eV
Molar mass ... 485.20 u

The geometry in XYZ format:
```
44
Properties=species:S:1:pos:R:3:forces:R:3:nbo_charge:R:1
O -1.3987 0.8373 1.7829 0.4 0.2 -1.3 -0.573
C -0.8166 0.7839 0.7812 -1.2 -1.0 2.3 0.467
Co -0.2260 0.6140 -0.8581 1.2 -0.8 -0.7 0.031
C -1.5638 1.3263 -1.6905 -1.1 -0.7 -1.3 0.539
O -2.4973 1.7376 -2.2413 1.0 -0.1 0.8 -0.556
C 0.9298 1.8769 -1.2711 1.3 1.5 -0.9 0.458
O 1.6213 2.7537 -1.6042 -1.0 -1.1 0.6 -0.570
C -0.4298 -1.2914 -1.7438 -1.7 1.9 -0.7 -0.390
C -1.7218 -1.9654 -1.6459 -0.5 -0.6 -0.1 0.033
C -2.2838 -2.1110 -0.3664 -0.4 0.1 -0.1 -0.216
C -3.6162 -2.4802 -0.1998 0.3 -0.3 -0.5 -0.209
C -4.3809 -2.8540 -1.3168 0.3 0.3 -0.2 -0.254
C -3.8016 -2.8088 -2.5983 -0.1 -0.3 0.2 -0.218
C -2.4746 -2.4045 -2.7677 0.0 0.4 0.6 -0.247
C 0.4044 -1.1065 -2.8513 -3.3 0.1 -3.3 -0.080
C 0.3493 -0.8506 -4.1692 0.5 -0.3 0.5 -0.595
Co 1.3313 -1.6549 -1.4756 3.7 -0.5 2.5 -0.109
C 1.3850 -1.9431 0.2859 0.2 -0.7 2.3 0.563
O 1.4626 -2.1490 1.4243 -0.3 0.5 -2.0 -0.532
C 2.6322 -0.5069 -1.7935 1.9 1.4 0.1 0.529
O 3.5201 0.1937 -2.0323 -1.2 -0.9 0.1 -0.545
C 2.1147 -3.1413 -2.1994 -0.2 -1.2 0.1 0.591
O 2.6203 -4.0922 -2.6203 -0.6 1.6 0.5 -0.527
H -1.6615 -1.8592 0.4969 -0.3 0.1 -0.3 0.217
H -4.0478 -2.4567 0.7957 0.0 -0.2 -0.1 0.201
H -5.4148 -3.1723 -1.1884 0.2 0.1 -0.1 0.197
H -4.4008 -3.0852 -3.4843 0.4 0.1 0.6 0.199
H -2.0322 -2.3935 -3.7658 -0.1 0.2 0.3 0.219
H 1.2539 -1.0165 -4.7609 -0.3 0.4 -0.1 0.185
H -0.5760 -0.4933 -4.6386 0.4 -0.2 0.1 0.192
C 2.8367 3.0722 1.6439 0.1 -0.1 -0.3 -0.661
C 1.9309 2.5760 2.7059 -1.4 -1.1 0.9 0.430
N 1.1029 1.5760 2.6849 1.1 0.7 0.7 -0.487
C 0.5411 1.4516 4.0805 0.2 -0.2 -0.5 -0.252
C 1.1081 2.6281 4.8842 0.3 0.4 0.0 -0.237
N 1.9558 3.2687 3.8908 0.4 0.8 0.4 -0.637
H 3.4369 3.8805 2.0579 0.1 0.1 -0.1 0.196
H 3.5038 2.2759 1.3181 -0.1 0.0 -0.1 0.243
H 2.2876 3.4434 0.7835 0.0 -0.1 -0.1 0.257
H -0.5590 1.4866 4.0745 0.4 -0.2 -0.2 0.208
H 0.8722 0.5064 4.5516 -0.3 0.2 -0.5 0.189
H 0.2947 3.2987 5.1937 0.3 -0.1 0.3 0.182
H 1.7280 2.3050 5.7346 -0.4 0.1 0.0 0.180
H 2.6797 3.9441 4.1128 -0.4 -0.4 -0.1 0.387
```
Forces are in eV/Å.

***

(3)
Below is a molecular structure, C19H15MnN3O3S4Se2, with properties calculated with ωB97M-V/def2-TZVPD.

Net charge ... +1
DFT total energy ... -8669.451208 Ha
HOMO (alpha / beta) ... -11.2 / -11.2 eV
2S+1 ... 5
Orbital gap (alpha / beta) ... 5.7240 / 7.4850 eV
ΔE to the lowest compared entry with this formula, charge and spin ... 69.1 kJ/mol
LUMO energy (alpha / beta) ... -5.433 / -3.760 eV
<S²> ... 6.2198
Molar mass ... 674.47 u

The geometry in XYZ format:
```
47
Properties=species:S:1:pos:R:3:forces:R:3:mulliken_spin:R:1
Mn 0.1966 0.4839 -0.0144 0.4 0.5 -0.1 4.236
Se 3.1448 2.4135 0.4403 -0.1 0.0 0.0 0.013
Se 1.8973 3.5218 -1.1564 0.1 0.0 0.0 0.006
C 0.1848 3.5184 -0.3053 -0.1 0.0 0.1 0.013
C -0.6275 4.6311 -0.4811 0.0 -0.1 0.1 -0.005
C -1.9060 4.6237 0.0543 0.0 0.0 0.0 0.007
C -2.3276 3.5324 0.8001 0.2 0.1 0.0 -0.006
C -1.4389 2.4933 0.9718 -0.3 -0.1 0.2 0.005
N -0.2193 2.4637 0.4097 -0.2 -0.1 -0.3 -0.021
C 3.3043 0.7160 -0.4367 0.1 0.0 0.0 -0.020
C 4.5717 0.1709 -0.5500 0.0 0.0 0.0 -0.005
C 4.7096 -1.0748 -1.1421 0.0 0.0 0.0 0.001
C 3.5833 -1.7102 -1.6357 0.0 0.1 0.0 0.001
C 2.3571 -1.0901 -1.4858 0.0 0.1 -0.1 0.015
N 2.2064 0.0944 -0.8752 0.0 -0.2 0.0 0.043
H -0.2591 5.4878 -1.0267 0.0 0.0 0.0 0.000
H -2.5557 5.4740 -0.1019 0.0 0.0 0.0 0.000
H -3.3078 3.4863 1.2495 0.0 0.0 0.0 0.000
H -1.6982 1.6300 1.5758 -0.1 0.1 -0.1 -0.003
H 5.4341 0.7177 -0.1958 0.0 0.0 0.0 0.001
H 5.6870 -1.5289 -1.2324 0.0 0.0 0.0 0.000
H 3.6383 -2.6738 -2.1190 0.0 0.0 0.0 0.000
H 1.4553 -1.5626 -1.8458 0.0 0.0 0.0 0.000
O -1.3702 -2.8998 1.2645 0.0 0.0 0.0 0.000
S -0.9022 -2.8724 -0.0798 0.0 0.0 0.0 0.006
O 0.2505 -3.6216 -0.4677 0.0 0.0 0.0 -0.001
N -0.6380 -1.2744 -0.5588 -0.1 0.1 0.2 0.001
C -1.4707 -0.8684 -1.4980 0.0 -0.3 0.1 -0.019
S -1.2689 0.7310 -2.0064 0.1 0.0 0.0 -0.054
C -2.4406 -1.8912 -1.9243 0.1 0.1 -0.1 0.016
C -3.4430 -1.7989 -2.8765 0.0 0.0 0.0 0.002
C -4.2288 -2.9221 -3.0984 0.0 0.0 0.0 -0.002
C -4.0114 -4.1001 -2.3894 0.0 0.0 0.0 0.006
C -3.0011 -4.1957 -1.4363 0.0 0.0 0.0 -0.003
C -2.2340 -3.0710 -1.2265 0.0 -0.1 0.0 0.003
H -3.6049 -0.8809 -3.4253 0.0 0.0 0.0 0.002
H -5.0213 -2.8836 -3.8326 0.0 0.0 0.0 0.000
H -4.6401 -4.9577 -2.5842 0.0 0.0 0.0 0.000
H -2.8321 -5.1097 -0.8844 0.0 0.0 0.0 0.000
C 2.1388 0.8867 5.4887 -0.1 0.0 -0.1 -0.002
O 1.9520 0.2847 4.1923 -0.1 0.1 -0.1 0.004
C 1.0340 0.7928 3.3754 0.4 -0.5 0.1 0.046
S 0.1286 2.1013 3.6927 -0.1 0.2 0.0 -0.003
S 1.0035 -0.3218 1.9945 -0.2 0.1 0.1 -0.285
H 2.9181 0.2940 5.9559 0.0 0.0 0.0 0.000
H 1.2096 0.8351 6.0545 0.0 0.0 0.0 0.000
H 2.4420 1.9254 5.3724 0.0 0.0 0.0 0.001
```
Forces are in eV/Å.

***

Question: Which value of DFT total energy does entry 3 give?
Answer: -8669.451208 Ha

***

Question: Among the records above, which one has the highest molar mass?
Answer: C19H15MnN3O3S4Se2

***

Question: Among the records above, which one has the highest ΔE to the lowest compared entry with this formula, charge and spin?
Answer: C19H15MnN3O3S4Se2

***

Question: Number 1 is which compound?
Answer: C19H15ClFN2O8S3